Record 1
{
  "formula": "C24H22N4O5S",
  "method": "ωB97M-V/def2-TZVPD",
  "homo_energy_ev": -7.8,
  "smiles": "[H]/N=C1\\C(=C\\c2ccc(OCCOc3ccc(NC(C)=O)cc3)c(OC)c2)C(=O)N=C2SC=CN21",
  "relative_energy_ev": 3.645,
  "elements": ["H", "N", "C", "C", "C", "C", "C", "C", "C", "O", "C", "C", "O", "C", "C", "C", "C", "N", "C", "C", "O", "C", "C", "C", "O", "C", "C", "C", "O", "N", "C", "S", "C", "C", "N", "H", "H", "H", "H", "H", "H", "H", "H", "H", "H", "H", "H", "H", "H", "H", "H", "H", "H", "H", "H", "H"],
  "positions_angstrom": [[-0.93504, 4.16081, 1.12250], [-1.82440, 4.23952, 0.64417], [-2.19966, 3.19697, 0.02696], [-1.50912, 1.91358, -0.17130], [-0.15860, 1.85539, -0.07753], [0.72146, 0.78882, -0.47535], [0.44315, -0.08000, -1.53161], [1.39080, -0.99508, -1.92668], [2.61778, -1.13656, -1.27442], [3.44307, -2.05843, -1.83121], [4.45516, -2.72424, -1.09462], [4.15121, -4.23611, -0.97510], [2.79312, -4.55189, -0.77983], [2.06573, -3.78128, 0.09240], [0.73583, -3.54763, -0.25152], [-0.02679, -2.66929, 0.48261], [0.52543, -2.00664, 1.57785], [-0.25278, -1.02531, 2.20071], [0.17963, -0.00057, 2.97471], [-0.94530, 0.92161, 3.40205], [1.33358, 0.17141, 3.32090], [1.80573, -2.34283, 2.00015], [2.57213, -3.22629, 1.26083], [2.89894, -0.27360, -0.18773], [4.09274, -0.39533, 0.46450], [4.30517, 0.36779, 1.63660], [1.96676, 0.68879, 0.15440], [-2.39530, 0.73875, -0.41022], [-2.18369, -0.34676, 0.09558], [-3.52234, 0.97596, -1.15546], [-3.95631, 2.17655, -1.25986], [-5.39468, 2.61551, -2.13511], [-5.25225, 4.25895, -1.55296], [-4.17991, 4.42230, -0.77172], [-3.43800, 3.27151, -0.62196], [0.35422, 2.74440, 0.28116], [-0.49433, -0.01323, -2.06016], [1.20388, -1.65175, -2.76115], [4.57432, -2.28149, -0.10949], [5.39257, -2.60963, -1.65008], [4.40287, -4.74258, -1.91048], [4.77982, -4.64860, -0.17219], [0.33620, -4.03526, -1.12606], [-1.03846, -2.44543, 0.18284], [-1.17911, -0.94038, 1.79321], [-1.54718, 1.21739, 2.54654], [-1.58539, 0.40018, 4.11103], [-0.53108, 1.80242, 3.88475], [2.21363, -1.89404, 2.89026], [3.57074, -3.46544, 1.59489], [3.48816, 0.24106, 2.35137], [5.23123, -0.01465, 2.06308], [4.43191, 1.42841, 1.39945], [2.17915, 1.36539, 0.96590], [-5.98311, 4.98725, -1.83472], [-3.83178, 5.31033, -0.27920]],
  "nbo_charge": [0.355, -0.670, 0.450, -0.283, -0.003, -0.139, -0.161, -0.239, 0.292, -0.498, -0.109, -0.080, -0.502, 0.269, -0.242, -0.210, 0.128, -0.615, 0.693, -0.710, -0.650, -0.239, -0.249, 0.309, -0.528, -0.267, -0.253, 0.666, -0.605, -0.571, 0.313, 0.413, -0.420, -0.016, -0.431, 0.204, 0.218, 0.232, 0.219, 0.192, 0.194, 0.170, 0.227, 0.238, 0.436, 0.223, 0.236, 0.233, 0.244, 0.210, 0.219, 0.197, 0.173, 0.229, 0.250, 0.261]
}

Record 2
{
  "formula": "C24H22N4O6S",
  "method": "ωB97M-V/def2-TZVPD",
  "homo_energy_ev": -8.3,
  "smiles": "O=C(N[C@H](CSCc1ccccc1)C(=O)N/N=C/c1ccc(O)cc1O)c1ccc([N+](=O)[O-])cc1",
  "relative_energy_ev": 0.000,
  "elements": ["O", "C", "N", "C", "C", "S", "C", "C", "C", "C", "C", "C", "C", "C", "O", "N", "N", "C", "C", "C", "C", "C", "O", "C", "C", "O", "C", "C", "C", "C", "N", "O", "O", "C", "C", "H", "H", "H", "H", "H", "H", "H", "H", "H", "H", "H", "H", "H", "H", "H", "H", "H", "H", "H", "H", "H", "H"],
  "positions_angstrom": [[-0.94141, -0.19767, 1.21311], [-0.04162, -0.09377, 0.40615], [1.06999, 0.64893, 0.60316], [1.32711, 1.42263, 1.79721], [1.86925, 0.54766, 2.93563], [3.08846, -0.66271, 2.34071], [2.05822, -2.18962, 2.26624], [1.45591, -2.50130, 3.59347], [2.24413, -3.01340, 4.61828], [1.69567, -3.26641, 5.86099], [0.35539, -3.00315, 6.09527], [-0.43344, -2.48781, 5.08206], [0.11225, -2.23482, 3.83478], [0.08751, 2.16492, 2.31340], [-0.15351, 2.27840, 3.49266], [-0.70785, 2.77946, 1.39479], [-0.60649, 2.65392, 0.05398], [-1.61135, 2.97615, -0.67402], [-1.64689, 2.75695, -2.09300], [-2.83468, 3.00489, -2.79525], [-2.97589, 2.66123, -4.11505], [-1.91743, 2.04004, -4.78997], [-2.12188, 1.63956, -6.05458], [-0.70667, 1.85362, -4.13316], [-0.55712, 2.20596, -2.79941], [0.63021, 1.98125, -2.20412], [-0.07269, -0.70054, -0.96558], [-1.25574, -0.61084, -1.69260], [-1.27642, -0.95759, -3.02886], [-0.11452, -1.44754, -3.61178], [-0.07007, -1.68192, -5.02888], [0.71446, -2.49985, -5.44991], [-0.80283, -1.00132, -5.72278], [1.04109, -1.65186, -2.86710], [1.06461, -1.26057, -1.54435], [1.77830, 0.66359, -0.11250], [2.07128, 2.18279, 1.53253], [2.35578, 1.16889, 3.68488], [1.05948, -0.00406, 3.41128], [1.29404, -2.04580, 1.50330], [2.76087, -2.95863, 1.94663], [3.29158, -3.20550, 4.43442], [2.31481, -3.66684, 6.65016], [-0.07144, -3.19778, 7.06796], [-1.47683, -2.27540, 5.26046], [-0.51068, -1.83314, 3.04735], [-1.56587, 3.18358, 1.77958], [-2.52397, 3.37567, -0.21962], [-3.66455, 3.45235, -2.26852], [-3.89758, 2.83155, -4.64619], [-1.43657, 1.01426, -6.33372], [0.13576, 1.41802, -4.64905], [0.54575, 2.26587, -1.26973], [-2.13960, -0.22365, -1.21038], [-2.16907, -0.84337, -3.62409], [1.91339, -2.06787, -3.34786], [1.96936, -1.38737, -0.96837]],
  "nbo_charge": [-0.625, 0.671, -0.604, -0.158, -0.542, 0.170, -0.545, 0.041, -0.223, -0.209, -0.213, -0.201, -0.253, 0.686, -0.584, -0.437, -0.308, 0.091, -0.241, -0.124, -0.313, 0.351, -0.657, -0.329, 0.375, -0.693, -0.089, -0.191, -0.117, -0.001, 0.532, -0.352, -0.417, -0.163, -0.211, 0.420, 0.234, 0.245, 0.258, 0.213, 0.235, 0.210, 0.213, 0.213, 0.215, 0.235, 0.382, 0.169, 0.213, 0.230, 0.503, 0.220, 0.513, 0.242, 0.241, 0.247, 0.229]
}

Record 3
{
  "formula": "C24H22N6O2S",
  "method": "ωB97M-V/def2-TZVPD",
  "homo_energy_ev": -8.2,
  "smiles": "O=C(CSc1nnc(CCc2nc3ccccc3[nH]2)n1-c1ccccc1)NCc1ccco1",
  "relative_energy_ev": 0.047,
  "elements": ["O", "C", "C", "S", "C", "N", "N", "C", "C", "C", "C", "N", "C", "C", "C", "C", "C", "C", "N", "N", "C", "C", "C", "C", "C", "C", "N", "C", "C", "C", "C", "C", "O", "H", "H", "H", "H", "H", "H", "H", "H", "H", "H", "H", "H", "H", "H", "H", "H", "H", "H", "H", "H", "H", "H"],
  "positions_angstrom": [[2.48686, 4.92270, 0.97809], [2.00781, 3.92666, 1.47305], [2.87308, 2.81171, 2.05268], [3.30194, 1.66115, 0.70044], [1.78589, 0.84379, 0.49323], [0.73132, 0.93647, 1.26007], [-0.21372, 0.12552, 0.74997], [0.26569, -0.47175, -0.30184], [-0.44052, -1.42546, -1.19386], [-1.96919, -1.35605, -1.06095], [-2.47309, -2.07709, 0.14069], [-3.12917, -3.20201, 0.10888], [-3.40229, -3.50651, 1.41965], [-4.07815, -4.58653, 1.97532], [-4.19822, -4.62876, 3.34851], [-3.66448, -3.62896, 4.16455], [-2.99077, -2.54667, 3.63535], [-2.86634, -2.49610, 2.25666], [-2.28826, -1.59543, 1.40337], [1.55447, -0.04655, -0.52026], [2.43772, -0.41284, -1.55829], [2.96727, 0.56817, -2.38622], [3.82954, 0.20551, -3.40451], [4.16008, -1.12547, -3.59801], [3.63099, -2.09922, -2.76766], [2.76969, -1.74836, -1.74382], [0.68407, 3.67886, 1.56910], [-0.26045, 4.39583, 0.72988], [-0.49438, 3.61835, -0.52608], [0.36943, 3.27804, -1.52712], [-0.35533, 2.43770, -2.40658], [-1.60212, 2.33121, -1.87281], [-1.69232, 3.03490, -0.73278], [2.37840, 2.24600, 2.83870], [3.82827, 3.21124, 2.38927], [-0.14800, -1.19874, -2.22321], [-0.11334, -2.44632, -0.97535], [-2.27685, -0.31013, -1.01171], [-2.42127, -1.82410, -1.93501], [-4.49061, -5.35790, 1.34481], [-4.71844, -5.45477, 3.81123], [-3.78426, -3.70635, 5.23530], [-2.57879, -1.77221, 4.26512], [-1.73890, -0.76991, 1.61180], [2.70173, 1.60166, -2.23094], [4.24199, 0.96658, -4.04873], [4.83283, -1.40401, -4.39450], [3.89153, -3.13649, -2.91218], [2.36696, -2.50127, -1.08341], [0.40851, 2.73058, 1.82361], [-1.20234, 4.52310, 1.26650], [0.18190, 5.37012, 0.50573], [1.38413, 3.60891, -1.62149], [0.00202, 1.98286, -3.30832], [-2.48252, 1.81833, -2.20592]],
  "nbo_charge": [-0.624, 0.660, -0.601, 0.304, 0.194, -0.364, -0.352, 0.438, -0.463, -0.430, 0.383, -0.473, 0.066, -0.202, -0.234, -0.218, -0.262, 0.164, -0.570, -0.426, 0.196, -0.237, -0.186, -0.201, -0.196, -0.232, -0.620, -0.280, 0.281, -0.335, -0.314, 0.075, -0.395, 0.247, 0.259, 0.235, 0.236, 0.228, 0.245, 0.220, 0.210, 0.210, 0.213, 0.451, 0.234, 0.222, 0.221, 0.223, 0.226, 0.433, 0.223, 0.251, 0.237, 0.227, 0.205]
}

Record 4
{
  "formula": "C24H22N6O3",
  "method": "ωB97M-V/def2-TZVPD",
  "homo_energy_ev": -8.6,
  "smiles": "CC(C)OCCCn1/c(=N/C(=O)c2ccncc2)c(C#N)cc2c(=O)n3ccccc3nc21",
  "relative_energy_ev": 0.078,
  "elements": ["C", "C", "C", "O", "C", "C", "C", "N", "C", "N", "C", "O", "C", "C", "C", "N", "C", "C", "C", "C", "N", "C", "C", "C", "O", "N", "C", "C", "C", "C", "C", "N", "C", "H", "H", "H", "H", "H", "H", "H", "H", "H", "H", "H", "H", "H", "H", "H", "H", "H", "H", "H", "H", "H", "H"],
  "positions_angstrom": [[0.30457, 4.40415, 1.71284], [0.49986, 3.05813, 2.40672], [1.08089, 3.25273, 3.80924], [-0.78629, 2.45185, 2.42732], [-0.86623, 1.11045, 2.84563], [-0.21276, 0.11077, 1.88458], [-0.76516, 0.29299, 0.47162], [-0.05027, -0.53534, -0.48108], [-0.45431, -1.85083, -0.61876], [-1.48056, -2.23356, 0.03810], [-1.91352, -3.47334, 0.38565], [-1.25727, -4.21867, 1.08661], [-3.31515, -3.77102, -0.02596], [-4.13336, -2.82674, -0.63817], [-5.41342, -3.21003, -1.00359], [-5.89587, -4.42513, -0.80689], [-5.11386, -5.32195, -0.22935], [-3.81936, -5.05099, 0.18188], [0.27002, -2.66718, -1.57899], [-0.20404, -3.97145, -1.83206], [-0.60851, -5.01390, -2.08549], [1.34837, -2.16737, -2.24673], [1.76128, -0.83683, -2.01750], [2.90368, -0.30155, -2.69632], [3.61408, -0.87170, -3.49448], [3.19166, 1.06815, -2.35374], [4.26435, 1.65390, -2.94957], [4.61270, 2.93776, -2.68585], [3.84083, 3.68362, -1.76847], [2.76585, 3.10427, -1.16847], [2.41029, 1.76045, -1.45362], [1.36850, 1.23504, -0.85598], [1.03292, -0.03448, -1.11970], [1.25110, 4.93253, 1.63425], [-0.11142, 4.25220, 0.72039], [-0.39301, 5.00882, 2.28551], [1.19308, 2.44497, 1.80964], [1.31642, 2.29984, 4.27669], [1.99540, 3.83649, 3.74914], [0.36447, 3.78124, 4.43350], [-1.93995, 0.91199, 2.90040], [-0.44079, 0.97911, 3.84896], [-0.41572, -0.90056, 2.23774], [0.86912, 0.25745, 1.86741], [-1.81605, 0.00154, 0.44527], [-0.65217, 1.33354, 0.16721], [-3.77828, -1.82323, -0.81672], [-6.09028, -2.51192, -1.47983], [-5.55173, -6.30203, -0.09233], [-3.19677, -5.79739, 0.64926], [1.90250, -2.76539, -2.95504], [4.79668, 1.01008, -3.63577], [5.46701, 3.37704, -3.17222], [4.10832, 4.70570, -1.55084], [2.14212, 3.62573, -0.46204]],
  "nbo_charge": [-0.618, 0.098, -0.640, -0.545, -0.057, -0.442, -0.234, -0.359, 0.496, -0.575, 0.661, -0.571, -0.120, -0.220, 0.026, -0.406, 0.030, -0.198, -0.267, 0.279, -0.281, -0.027, -0.280, 0.651, -0.590, -0.389, 0.064, -0.273, -0.130, -0.237, 0.439, -0.550, 0.473, 0.201, 0.215, 0.217, 0.165, 0.209, 0.212, 0.214, 0.192, 0.172, 0.234, 0.202, 0.236, 0.247, 0.225, 0.190, 0.193, 0.242, 0.253, 0.259, 0.237, 0.230, 0.244]
}